(1)
119
Properties=species:S:1:pos:R:3:forces:R:3 method="wB97M-V/def2-TZVPD" total_energy_ev=-67996.6779 homo_energy_ha=-0.3178 lumo_ev=-0.361
C 1.28521 2.74463 1.50086 -2.742 -1.702 0.962
C 0.54121 1.32963 1.35886 1.570 0.385 -0.792
C -0.70679 1.49163 0.38886 3.939 -4.881 3.898
N -1.16479 0.20863 -0.14014 -0.897 0.273 -2.186
C -1.48779 -0.81937 0.86786 3.895 -1.164 0.593
C -0.14679 -0.24037 -1.11114 0.729 -5.148 2.383
C -0.86179 -1.06337 -2.18314 1.297 -2.950 2.006
C -2.22179 -0.48937 -2.22614 -3.768 -1.058 -1.518
C -2.38179 0.45263 -1.08214 -0.577 -0.739 0.726
H 2.17621 2.55763 1.97186 2.477 -0.446 0.957
H 0.81521 3.45763 2.17686 -0.580 -0.170 -0.131
H 1.43421 3.20863 0.58286 0.258 0.675 -1.769
H 0.22921 0.96363 2.41286 0.492 0.509 -1.879
H 1.40921 0.59363 0.90386 -2.557 1.698 1.134
H -0.66679 2.05863 -0.39714 1.135 3.622 -4.215
H -1.45879 1.79163 0.92586 -4.245 2.247 3.194
H -1.88079 -1.72137 0.42786 0.071 -0.166 -0.443
H -2.12679 -0.53137 1.62386 -1.868 1.387 1.069
H -0.50579 -1.02637 1.48886 -1.652 0.074 -1.649
H 0.80021 -0.66237 -0.59014 -1.990 0.367 -0.941
H 0.13921 0.42463 -1.75914 1.829 5.364 -2.100
H -0.55279 -2.15437 -2.06014 -1.830 0.913 0.202
H -0.47579 -0.91437 -3.11414 1.832 0.801 -2.427
H -3.00579 -1.22337 -2.02314 0.232 -0.529 -0.411
H -2.63879 0.02063 -3.22814 1.570 -1.026 2.020
H -3.29479 0.24463 -0.53014 0.128 0.276 0.287
H -2.49679 1.37763 -1.58414 0.668 1.889 0.906
B -4.24879 3.35763 0.14686 -0.879 -0.036 -2.117
F -2.93579 3.60463 -0.20914 1.330 -0.056 0.194
F -4.86079 4.48663 0.57086 -0.363 1.067 1.253
F -4.93679 2.98463 -1.05214 -0.197 -0.409 -0.896
F -4.37179 2.26363 0.95786 0.368 -0.955 1.554
C -1.71879 -4.85637 1.25486 -10.022 -2.219 -1.816
C -2.16479 -4.98837 -0.25814 -3.381 -0.737 -3.830
N -2.69879 -5.09137 -1.34914 3.507 0.582 6.296
H -2.46079 -4.14337 1.71086 1.132 -0.249 -0.544
H -1.91179 -5.79637 1.77686 0.498 -0.046 -0.357
H -0.83779 -4.58137 1.15386 8.300 2.699 0.209
C -3.88879 -3.33837 -4.12814 0.378 -3.748 -0.748
C -5.10579 -2.63737 -3.68914 1.595 -0.106 -0.555
N -5.99079 -1.95037 -3.45414 -0.589 -0.034 0.345
H -2.94279 -2.84537 -3.98914 0.049 0.742 0.723
H -3.71279 -4.46037 -3.54814 -0.841 3.313 -1.843
H -3.87079 -3.45037 -5.29214 -0.558 -0.193 2.124
C 6.21921 3.26863 5.42486 -2.485 0.885 -8.215
C 4.85221 3.44863 4.65386 1.060 -0.034 0.930
N 3.89321 3.46663 4.00586 1.031 0.081 0.688
H 6.24821 3.54263 6.33786 -0.270 2.525 6.220
H 6.30221 2.25763 5.40486 0.841 -3.108 -0.211
H 6.96021 3.76863 4.77686 -0.160 -0.375 0.561
C 4.27521 -4.08237 0.60686 -1.070 6.601 -6.581
C 3.01121 -3.26837 0.55486 -3.927 2.773 -0.016
N 1.99621 -2.62937 0.49386 4.702 -3.176 0.355
H 4.47421 -4.26537 1.50186 1.470 -2.628 7.632
H 4.10321 -4.79437 -0.10614 0.289 -2.419 -1.354
H 5.14321 -3.36537 0.29686 -1.557 -1.265 0.061
C -7.03479 -2.36937 0.30986 0.110 0.437 1.018
C -5.55479 -2.40937 0.18586 0.619 0.468 -1.630
N -4.40679 -2.36837 -0.01214 -1.989 -0.214 0.759
H -7.41679 -3.26337 0.72286 -0.047 -1.615 -0.013
H -7.25479 -1.74937 1.15186 0.160 1.025 0.629
H -7.77879 -2.03937 -0.42414 1.290 -0.029 -0.777
C 0.94121 -5.14237 -2.19014 -2.802 -0.278 -1.501
C 0.40921 -4.23737 -3.35514 -0.075 0.244 -0.955
N -0.08579 -3.53237 -4.16014 1.527 -2.219 2.411
H 0.46721 -6.24637 -2.34514 0.380 2.975 0.903
H 1.97721 -5.39637 -2.12714 0.886 0.682 -0.648
H 0.66821 -4.47237 -1.32614 0.001 -1.528 -0.319
C 2.45021 6.27563 2.32486 2.596 -1.115 -3.537
C 1.60321 6.22063 1.00286 4.673 0.028 6.648
N 1.05121 6.20063 0.03986 -2.708 -0.150 -4.615
H 3.57221 5.62863 2.25786 -3.665 1.945 -0.128
H 2.66421 7.32263 2.51786 0.016 -0.065 0.129
H 1.87821 5.83263 3.06986 -0.862 -0.712 1.478
C 3.02421 -0.22837 2.90086 2.440 -2.931 -3.042
C 4.25021 -1.11837 3.44586 1.659 2.018 -3.668
O 3.98321 -1.46337 4.72486 0.776 2.580 1.634
H 3.18321 0.20363 1.81286 -0.370 -1.387 2.029
H 3.18821 0.55963 3.50386 -0.713 3.001 2.256
H 2.13121 -0.84137 3.06086 -0.051 0.675 -0.261
H 5.25021 -0.47037 3.36786 -2.051 -0.854 0.629
H 4.58421 -1.91937 2.75186 -0.806 -0.270 0.492
H 3.75021 -2.32237 4.91886 -0.697 -2.868 0.024
C 3.45921 -2.55337 -3.04914 -1.521 5.006 -1.007
C 3.80021 -1.29437 -2.17614 -0.154 -1.109 2.475
O 3.82521 -0.18037 -2.99214 0.976 -1.019 -1.269
H 3.50821 -3.39737 -2.52314 -0.295 -3.530 2.363
H 4.28921 -2.60537 -3.71614 0.193 0.029 -1.192
H 2.42321 -2.36737 -3.55014 2.077 -0.570 0.692
H 4.78421 -1.37337 -1.64914 -0.026 -0.496 -0.756
H 3.17821 -1.14237 -1.18914 0.171 -0.269 -2.196
H 3.33521 0.47263 -2.56114 -1.407 2.000 0.700
C 4.28021 2.46263 -0.87514 2.954 -1.004 -4.539
C 3.39121 2.94363 -2.03114 -1.884 -2.933 5.655
O 2.29221 1.99963 -2.04814 -3.075 3.517 -2.328
H 5.08421 1.63563 -1.13014 -1.924 1.245 -0.036
H 3.79721 2.15363 -0.05314 -1.948 -0.616 3.025
H 4.89321 3.28963 -0.77314 1.437 1.755 1.327
H 3.91121 3.07163 -2.84014 2.880 -0.445 -5.266
H 3.05921 3.92163 -1.87714 -1.053 1.567 1.068
H 1.50021 2.63563 -2.42914 2.579 -2.946 1.305
C -0.92579 0.73963 5.20286 5.356 0.416 1.337
C -1.64379 1.78263 4.44286 0.003 0.121 -1.046
O -0.74579 2.85863 4.31186 2.106 -2.532 2.662
H -0.34179 1.01063 6.20286 -1.221 0.499 -2.191
H -0.12779 0.08463 4.69386 -0.577 1.790 -0.330
H -1.37179 -0.06737 5.55886 -3.714 -3.219 1.475
H -2.51479 2.17263 4.93886 -0.656 -0.297 0.411
H -1.97279 1.37663 3.44786 0.227 0.358 0.656
H -1.00079 3.46163 3.70386 -1.617 2.863 -3.041
C -4.85979 0.87763 -5.49314 2.767 -1.101 -6.423
C -5.34179 1.36163 -4.27514 -2.000 3.178 3.819
O -4.48179 2.46563 -3.77614 1.617 -2.795 -5.091
H -3.78679 0.44263 -5.63914 -1.776 -0.130 1.359
H -4.60079 1.74763 -6.15514 -0.898 -0.293 0.300
H -5.58779 0.22963 -6.10414 1.035 0.841 1.170
H -5.60479 0.54563 -3.57114 0.616 0.654 0.185
H -6.25879 2.00463 -4.38414 0.063 -1.439 -0.493
H -4.71379 2.59363 -2.93014 -1.275 1.088 5.335

---

(2)
93
Properties=species:S:1:pos:R:3:forces:R:3 method="wB97M-V/def2-TZVPD" charge=-1 total_energy_ev=-137153.9225 homo_energy_ha=-0.1304 lumo_ev=-0.146
O 2.05312 5.99632 -1.62643 -0.250 -2.050 0.201
P 0.82300 5.56159 -0.46654 -0.397 0.549 -0.538
O -0.14134 4.22616 -1.09498 2.764 -0.447 -0.653
Ga 1.99779 4.58133 1.35040 0.504 -0.348 0.004
H 2.69972 5.25044 -1.79790 -0.902 1.174 0.631
H 0.53906 3.51560 -1.32492 -1.507 0.997 0.616
H 1.14678 3.47986 2.13509 -0.242 0.058 -0.025
H 3.25903 3.84013 0.68985 -0.021 0.203 -0.043
H 2.42031 5.79820 2.29647 -0.019 0.073 -0.021
C 5.72983 -1.63334 3.87363 -0.012 0.044 -0.198
C 4.55966 -1.80864 3.13329 0.329 0.333 -0.025
C 4.15007 -0.82699 2.22885 0.132 0.095 0.018
C 4.92593 0.32950 2.06969 0.167 -0.674 0.730
C 6.09703 0.51156 2.81726 -0.044 -0.116 0.016
C 6.49499 -0.47586 3.72076 -0.376 -0.102 -0.379
N 4.51426 1.35348 1.10198 -0.556 1.284 -1.125
O 3.46210 1.16442 0.47355 1.716 0.056 0.887
O 5.24406 2.34589 0.96573 -0.864 -1.735 0.174
H 6.04814 -2.40410 4.57350 -0.092 0.168 -0.115
H 3.96787 -2.71280 3.25908 0.083 0.222 -0.041
H 3.23573 -0.97863 1.65935 0.270 0.283 0.045
H 6.70599 1.40644 2.70732 -0.337 -0.137 -0.154
H 7.40415 -0.34524 4.30351 -0.170 0.014 -0.124
C -2.71018 3.55570 -2.58689 -0.039 0.126 -0.072
C -3.22139 3.91138 -3.83601 -0.376 -0.434 0.149
C -4.34661 3.25875 -4.34331 0.025 0.038 -0.014
C -4.95749 2.24993 -3.58577 0.628 0.387 0.261
C -4.44179 1.88557 -2.33487 0.044 0.021 0.042
C -3.31430 2.54345 -1.83924 -0.283 0.009 -0.410
N -6.15571 1.57768 -4.10230 -0.568 -0.348 -0.111
O -6.57014 1.91515 -5.22126 0.364 -0.557 1.401
O -6.68653 0.71459 -3.38862 0.549 1.086 -1.157
H -1.83597 4.07130 -2.19303 -0.106 -0.152 0.011
H -2.74413 4.70027 -4.41343 -0.123 -0.179 0.107
H -4.73285 3.54763 -5.31837 -0.075 -0.221 0.271
H -4.90299 1.10103 -1.73859 -0.036 0.182 -0.309
H -2.90820 2.26994 -0.86789 -0.075 0.071 -0.210
C -9.00902 -0.93394 -7.21535 0.145 -0.098 -0.099
C -9.36737 -1.75222 -8.28780 0.358 0.023 0.067
C -8.38463 -2.44066 -9.00170 0.042 0.012 0.032
C -7.04034 -2.30534 -8.62842 -0.690 0.479 0.490
C -6.67706 -1.47851 -7.55705 -0.071 -0.055 -0.058
C -7.66852 -0.79281 -6.85241 -0.070 -0.223 -0.198
N -6.00503 -3.04636 -9.35882 0.938 -0.561 -0.531
O -6.36459 -3.75265 -10.31253 0.559 0.927 1.251
O -4.83180 -2.92672 -8.97767 -1.704 -0.231 -0.642
H -9.77937 -0.40357 -6.65815 0.181 -0.096 -0.110
H -10.41410 -1.85595 -8.56557 0.235 -0.026 -0.021
H -8.68020 -3.07448 -9.83493 0.261 0.108 0.191
H -5.63715 -1.36048 -7.25974 -0.221 -0.163 -0.221
H -7.39693 -0.15091 -6.01727 -0.034 -0.132 -0.223
C 8.96577 1.36298 8.98247 -0.107 -0.108 -0.029
C 8.45455 1.71866 7.73336 -0.179 -0.307 0.207
C 7.32933 1.06604 7.22605 -0.017 -0.039 0.044
C 6.71846 0.05721 7.98359 0.835 0.479 0.367
C 7.23416 -0.30715 9.23450 0.005 0.024 -0.094
C 8.36165 0.35073 9.73012 -0.122 0.046 -0.420
N 5.52023 -0.61504 7.46706 -1.178 -0.465 -0.635
O 5.10580 -0.27757 6.34810 0.600 -0.495 1.899
O 4.98941 -1.47812 8.18075 0.732 1.091 -0.977
H 9.83998 1.87858 9.37633 -0.185 -0.107 -0.070
H 8.93182 2.50756 7.15594 -0.156 -0.177 0.081
H 6.94310 1.35491 6.25100 -0.108 -0.196 0.269
H 6.77295 -1.09168 9.83077 -0.044 0.225 -0.299
H 8.76775 0.07722 10.70147 -0.123 0.090 -0.339
C 9.10698 -2.93552 15.85968 -0.038 0.103 -0.087
C 7.93680 -3.11081 15.11935 0.223 0.342 -0.050
C 7.52722 -2.12917 14.21491 0.063 0.049 -0.006
C 8.30307 -0.97267 14.05575 0.294 -0.745 0.652
C 9.47417 -0.79062 14.80331 -0.039 -0.034 -0.027
C 9.87213 -1.77803 15.70682 -0.352 -0.050 -0.233
N 7.89140 0.05130 13.08803 -0.552 0.902 -0.779
O 6.83924 -0.13775 12.45960 1.593 0.300 0.962
O 8.62120 1.04371 12.95179 -1.021 -1.369 0.192
H 9.42528 -3.70627 16.55956 -0.072 0.166 -0.142
H 7.34501 -4.01498 15.24514 0.091 0.227 -0.067
H 6.61287 -2.28080 13.64541 0.268 0.235 0.039
H 10.08313 0.10427 14.69338 -0.304 -0.161 -0.130
H 10.78129 -1.64741 16.28957 -0.192 0.026 -0.153
C -9.11052 -2.67914 -15.57429 -0.092 0.004 0.116
C -9.97377 -1.58248 -15.59051 -0.025 -0.259 0.329
C -10.85633 -1.37080 -14.52953 0.030 -0.053 0.044
C -10.86280 -2.26521 -13.45029 0.645 -0.147 -0.783
C -10.00265 -3.37127 -13.43504 -0.023 0.067 -0.013
C -9.12646 -3.57411 -14.50313 -0.254 0.319 -0.013
N -11.77032 -2.03399 -12.32006 -0.876 0.301 1.020
O -12.52916 -1.05505 -12.37963 1.117 -1.484 0.116
O -11.72291 -2.82799 -11.36961 -0.076 1.139 -1.311
H -8.42020 -2.83689 -16.40120 -0.146 0.030 0.176
H -9.95649 -0.89022 -16.42958 -0.046 -0.122 0.213
H -11.52268 -0.51141 -14.55713 0.100 -0.279 0.217
H -10.00064 -4.07605 -12.60616 -0.141 0.309 -0.117
H -8.45269 -4.42808 -14.49920 -0.165 0.182 0.066

---

(3)
26
Properties=species:S:1:pos:R:3:forces:R:3 method="wB97M-V/def2-TZVPD" total_energy_ev=-11531.9370 homo_energy_ha=-0.2924 lumo_ev=0.868
C -1.72644 -1.00632 -1.36552 2.184 2.492 2.368
C 0.60282 -0.37446 -0.56402 0.199 -1.332 0.980
C -0.84594 -0.12326 -0.76767 -1.744 -1.756 -0.747
C 1.38255 -0.76129 -1.81458 -1.168 0.244 -0.698
C -0.82158 1.94897 -1.93364 0.002 1.264 -1.256
C 1.73731 -0.02487 2.75333 2.657 1.006 1.774
C -0.28251 -1.09005 2.22422 -0.928 3.331 0.344
C -1.26708 1.28596 -0.65577 -2.310 0.511 1.051
N 1.27871 -0.31008 0.52913 0.059 -0.172 -0.832
N 0.71686 -0.06294 1.77526 -1.799 0.017 -1.115
H -1.44073 -1.98405 -1.52544 0.676 -2.000 -0.565
H -2.76034 -0.79938 -1.46821 -0.745 0.523 -0.216
H 1.85401 0.22247 -2.04894 -0.120 -0.878 -0.726
H 0.54426 -1.08591 -2.63713 2.709 0.658 1.813
H 2.20439 -1.48514 -1.55984 -1.059 0.530 -0.580
H -1.11594 3.04135 -1.81898 0.605 -1.124 -0.648
H -1.42957 1.47681 -2.80256 1.461 0.913 1.186
H 0.34376 1.86621 -2.06777 -2.380 0.186 0.009
H 2.73863 0.52920 2.41499 -2.545 -0.901 0.584
H 1.29525 0.47053 3.70516 1.031 -0.787 -1.496
H 2.06244 -1.06708 2.98813 0.003 0.535 0.225
H -0.13054 -1.95803 1.68005 0.844 -2.336 -0.223
H -0.25800 -1.01720 3.31878 0.185 -1.048 -0.363
H -1.32245 -0.84396 1.98213 0.144 0.529 -0.237
H -2.42334 1.25550 -0.54606 1.740 0.405 -0.454
H -0.93652 1.89700 0.20492 0.301 -0.810 -0.175